[1]
Density functional theory data (ωB97M-V/def2-TZVPD) for C23H27F6N3O5S2SiTc as an isolated structure.

XYZ file:
```
68
Properties=species:S:1:pos:R:3
Tc 1.551 0.382 0.292
S 3.865 -0.915 0.365
S 3.409 -0.197 2.883
Si -1.463 -0.767 -0.117
F 1.232 -1.541 3.479
F 4.659 -2.101 -1.767
F 5.402 -2.976 0.074
F 2.925 -2.794 3.000
F 2.849 -1.763 4.899
F 6.242 -1.112 -0.660
O 2.315 0.568 2.199
O 2.580 -1.648 0.259
O 3.646 0.396 -0.320
O 4.066 0.501 3.914
O -0.189 -0.231 0.730
N 1.331 2.426 0.219
N 2.426 3.167 0.541
N 4.426 -0.781 1.792
C 5.171 -1.862 -0.577
C -0.733 -3.296 1.168
C -3.867 0.519 -0.011
C -2.201 -0.297 -2.860
C -1.202 -0.300 -1.884
C -0.665 0.602 -4.482
C 0.352 3.309 -0.040
C 3.220 5.504 0.744
C -3.630 -1.055 1.795
C -5.602 0.309 1.632
C -1.034 2.911 -0.399
C -0.106 -3.183 -1.280
C -3.108 -0.471 0.636
C -2.541 -3.491 -0.644
C 2.177 4.482 0.470
C 2.538 -1.702 3.632
C 0.069 0.133 -2.271
C 0.848 4.603 0.102
C 0.359 0.590 -3.538
C -1.175 -3.024 -0.240
C -4.863 -0.670 2.286
C -5.101 0.907 0.487
C -1.933 0.154 -4.145
H 0.298 5.519 -0.027
H -2.719 0.156 -4.888
H -3.076 -1.807 2.339
H 3.301 2.717 0.763
H -1.495 -3.105 1.918
H -3.202 -0.634 -2.616
H -0.439 -2.895 -2.275
H -3.499 0.998 -0.911
H -1.727 3.693 -0.094
H 3.801 5.248 1.629
H 0.927 0.035 -1.578
H -2.492 -4.589 -0.664
H 1.356 0.918 -3.799
H 0.189 -2.778 1.426
H -0.465 0.954 -5.485
H -5.672 1.672 -0.023
H 0.824 -2.673 -1.025
H -0.518 -4.375 1.208
H -3.325 -3.219 0.059
H -1.322 1.997 0.114
H 2.752 6.471 0.908
H -6.568 0.604 2.018
H 0.128 -4.256 -1.310
H -2.809 -3.170 -1.651
H -1.135 2.769 -1.477
H -5.253 -1.132 3.183
H 3.899 5.595 -0.105
```

<S²>: 3.760
Total charge: +2
Spin multiplicity: 4
Orbital gap (spin up / spin down) in eV: 7.979 / 6.149
Energy above the lowest of the compared OMol25 structures with the same formula, charge and spin in eV: 0.000
LUMO level (spin up / spin down) in hartree: -0.2504 / -0.3178

---

[2]
Density functional theory data (ωB97M-V/def2-TZVPD) for C23H27FIrNO as an isolated structure.

XYZ file:
```
54
Properties=species:S:1:pos:R:3
Ir -0.094 -0.142 0.403
F 4.478 0.282 -3.675
O -1.075 1.338 -0.753
N -0.950 -1.651 -0.859
C -2.380 1.116 -1.387
C -0.224 1.337 2.108
C -0.852 -0.990 2.568
C -1.818 -2.012 3.070
C 1.942 1.207 -1.299
C -1.268 -1.565 -2.177
C -1.717 -3.939 -0.854
C -1.174 -2.836 -0.245
C 3.025 -1.077 -2.442
C 1.993 -1.181 -1.523
C 1.507 -0.417 1.940
C -1.829 -2.655 -2.838
C -2.184 0.715 -2.829
C -1.194 0.350 2.488
C 3.491 0.181 -2.789
C 2.927 -0.825 1.738
C 1.431 -0.042 -0.951
C -2.063 -3.850 -2.192
C -0.635 2.769 2.001
C 0.478 -1.365 2.145
C 1.115 0.955 1.890
C -1.061 -0.316 -2.988
C 2.969 1.330 -2.228
H -2.853 0.336 -0.794
H 1.568 2.119 -0.837
H 1.632 -2.169 -1.261
H -0.093 0.123 -2.760
H 3.428 -0.793 2.709
H -1.623 -3.011 2.685
H -2.205 0.668 2.713
H -2.949 2.038 -1.281
H 3.372 2.295 -2.505
H -2.070 -2.544 -3.886
H -3.131 0.329 -3.211
H -1.698 -2.069 4.156
H 0.066 3.349 1.405
H 0.746 -2.414 2.116
H -1.856 -4.847 -0.284
H -0.891 -2.895 0.789
H -2.494 -4.691 -2.719
H -2.850 -1.735 2.864
H -0.651 3.196 3.008
H -0.465 1.736 -1.395
H -1.636 2.867 1.585
H -1.940 1.592 -3.433
H 3.473 -1.952 -2.892
H -1.013 -0.609 -4.035
H 1.852 1.704 1.634
H 3.445 -0.147 1.064
H 2.999 -1.840 1.352
```

Total charge: +2
Orbital gap in eV: 7.726
Energy above the lowest of the compared OMol25 structures with the same formula, charge and spin in eV: 0.000
LUMO level in hartree: -0.2544

---

[3]
Density functional theory data (ωB97M-V/def2-TZVPD) for an isolated molecule of C23H27FN2O2S in a non-equilibrium geometry.

XYZ file:
```
56
Properties=species:S:1:pos:R:3
S -0.617 5.626 3.055
F 0.283 1.493 -2.747
O 5.323 -1.331 0.611
O 3.422 -1.049 2.105
N -1.783 4.423 2.460
N 0.881 4.989 2.346
C 1.385 -0.782 -3.266
C -1.919 1.985 0.926
C 1.340 2.650 0.722
C 1.767 -3.059 2.435
C -6.199 -1.858 -0.452
C -1.186 3.310 1.627
C 3.095 -2.435 1.671
C 0.668 1.314 0.017
C -5.441 -1.351 0.923
C 3.708 2.104 1.767
C 4.546 -0.496 1.323
C -5.906 -2.428 -3.307
C -2.983 -0.875 -0.426
C 1.654 0.288 -0.846
C -0.959 0.936 0.115
C 0.435 3.716 1.598
C -5.331 -1.904 -1.845
C 2.962 2.993 0.588
C -1.413 -0.455 -0.619
C 1.468 0.649 -2.466
C -3.772 -1.396 -1.805
C 4.895 1.117 1.213
C -3.839 -0.880 0.972
H 2.408 1.252 -2.886
H -3.072 1.800 1.003
H -6.783 -1.780 -3.734
H 2.795 0.481 -0.620
H 3.205 4.138 0.631
H 1.589 -0.689 -4.437
H -3.323 -0.547 1.975
H 0.325 -1.308 -3.120
H -3.150 -1.433 -2.822
H 2.829 -2.375 0.527
H -4.987 -2.482 -4.064
H 1.855 -2.971 3.600
H 3.985 -3.174 1.901
H -0.738 -1.327 -0.181
H 2.892 1.555 2.420
H -6.116 -1.337 1.906
H 5.867 1.310 1.840
H 0.774 -2.592 2.016
H -6.245 -3.565 -3.169
H 1.362 -0.840 -0.716
H -1.202 -0.361 -1.769
H 3.344 2.601 -0.462
H 2.165 -1.515 -2.741
H -7.330 -2.194 -0.514
H 5.087 1.374 0.066
H 1.737 -4.221 2.187
H 4.245 2.906 2.470
```

Orbital gap in eV: 6.856
Energy above the lowest of the compared OMol25 structures with the same formula, charge and spin in eV: 24.785
LUMO level in hartree: -0.0486
SMILES: CCOC(=O)CCCc1c(C[C@@H](C)F)c(Cc2cccc(C)c2)cc2nsnc12

---

[4]
Density functional theory data (ωB97M-V/def2-TZVPD) for an isolated ion of composition C23H27FN3O2 and charge +1.

XYZ file:
```
56
Properties=species:S:1:pos:R:3
F -4.966 -1.799 -1.050
O 3.100 0.668 -2.286
O 0.448 -1.405 1.903
N 2.553 2.850 -1.902
N 0.720 2.616 -0.593
N 1.394 -1.695 -0.317
C 1.281 1.290 -0.767
C 1.633 3.618 -1.108
C 0.748 -3.653 1.069
C -0.286 3.764 2.805
C -3.263 -1.046 0.380
C -3.707 -1.895 -0.620
C -1.385 2.539 0.582
C 0.236 0.312 -1.321
C -2.871 -2.845 -1.184
C -0.040 2.899 0.573
C -1.956 -1.149 0.814
C 0.502 3.518 1.695
C 2.165 -3.806 0.525
C 0.327 -2.197 0.789
C -1.567 -2.940 -0.738
C 1.842 0.662 0.525
C 2.112 -2.936 -0.717
C 2.384 -0.737 0.253
C -1.091 -2.090 0.260
C 0.831 -1.070 -1.542
C 2.424 1.530 -1.762
C -2.164 2.777 1.700
C -1.618 3.388 2.815
H -0.598 0.266 -0.622
H -0.933 -3.694 -1.181
H -1.604 -0.498 1.599
H -1.821 2.098 -0.301
H -3.208 2.499 1.693
H 0.077 -4.350 0.571
H 0.680 -3.855 2.138
H 3.178 -0.640 -0.492
H 2.668 1.266 0.907
H 3.092 -2.696 -1.126
H 3.234 3.279 -2.507
H 1.091 -1.760 2.529
H 1.053 0.652 1.276
H 0.075 -1.731 -1.966
H -3.938 -0.323 0.809
H 0.146 4.249 3.668
H -3.246 -3.498 -1.954
H 1.542 3.809 1.711
H -0.137 0.678 -2.278
H 1.660 -0.976 -2.250
H -2.229 3.581 3.683
H 1.527 -3.437 -1.491
H 1.079 4.340 -1.725
H 2.173 4.178 -0.326
H 2.812 -1.156 1.164
H 2.402 -4.839 0.284
H 2.914 -3.448 1.232
```

Total charge: +1
Orbital gap in eV: 8.963
Energy above the lowest of the compared OMol25 structures with the same formula, charge and spin in eV: 0.000
LUMO level in hartree: -0.0832
SMILES: O=C1NCN(c2ccccc2)[C@]12CC[N@+]1(CCC[C@]1(O)c1ccc(F)cc1)CC2

---

[5]
Density functional theory data (ωB97M-V/def2-TZVPD) for a 5-piece molecular cluster, C23H27FN6O4S overall.

XYZ file:
```
62
Properties=species:S:1:pos:R:3
S 4.623 5.058 -3.384
F 3.785 5.438 -2.086
O 0.381 4.308 -4.125
O 4.243 5.989 -4.378
O -0.405 6.362 -3.780
O 5.951 4.905 -2.939
N 0.149 -2.049 2.226
N 3.949 3.610 -3.735
N 0.836 -0.436 -2.783
N 4.034 2.722 -2.629
N -0.877 -7.774 3.859
N -1.734 5.660 -0.729
C -4.271 5.865 0.399
C 0.006 -7.911 4.846
C -1.649 -8.668 6.383
C -1.395 -1.310 -2.754
C -0.208 -0.990 -3.397
C -4.117 5.632 -0.957
C -2.833 5.537 -1.471
C 0.710 -0.187 -1.481
C -0.442 -3.061 2.860
C -0.429 -0.467 -0.743
C -1.506 -1.042 -1.399
C -3.136 5.997 1.183
C -0.034 5.320 -3.329
C 1.418 3.470 -3.585
C -0.326 -8.352 6.119
C 0.139 -4.310 3.027
C 2.661 3.631 -4.465
C 1.404 -4.521 2.504
C -2.579 -8.530 5.366
C 1.366 -2.270 1.733
C -2.144 -8.082 4.128
C 2.034 -3.479 1.843
C -1.897 5.888 0.572
H -0.104 5.118 -2.248
H 2.556 4.542 -5.042
H -5.257 5.946 0.838
H -2.415 -1.278 -0.861
H -4.973 5.527 -1.610
H -1.432 -2.859 3.253
H -0.086 -1.189 -4.456
H -3.623 -8.764 5.525
H 2.715 2.811 -5.182
H -2.844 -7.965 3.308
H 1.828 -1.432 1.221
H 3.705 1.812 -2.920
H 1.032 -7.653 4.605
H 1.574 0.264 -1.002
H 3.021 -3.598 1.417
H -2.209 -1.758 -3.307
H 1.591 3.763 -2.548
H -0.469 -0.249 0.315
H 3.511 3.068 -1.833
H -1.948 -9.015 7.363
H 1.888 -5.484 2.608
H -3.205 6.182 2.246
H -2.677 5.362 -2.530
H -0.388 -5.098 3.546
H 0.437 -8.445 6.880
H 1.057 2.445 -3.640
H -0.987 5.991 1.154
```

Orbital gap in eV: 10.291
LUMO level in hartree: 0.0183
SMILES: NN(CCOC=O)S(=O)(=O)F.c1ccncc1.c1ccncc1.c1ccncc1.c1ccncc1

---

[6]
Density functional theory data (ωB97M-V/def2-TZVPD) for an isolated molecule of C23H27N3O4.

XYZ file:
```
57
Properties=species:S:1:pos:R:3
O -5.563 -2.583 -0.555
O -2.657 2.914 -1.674
O 5.160 0.045 -1.408
O -0.883 0.777 1.933
N -1.983 1.619 0.099
N 3.175 0.366 0.459
N 1.227 2.544 0.522
C -1.019 1.624 1.088
C -2.497 -0.760 -0.026
C 1.337 1.595 -0.579
C -0.139 2.866 0.888
C -2.921 0.563 -0.069
C 5.547 -2.232 -0.650
C 6.218 -0.075 -2.321
C -7.645 -2.135 0.651
C -1.942 2.734 -0.726
C -5.179 -0.169 -0.438
C 3.845 -0.838 0.366
C 2.780 1.119 -0.714
C 2.111 2.189 1.628
C 4.871 -1.027 -0.591
C -0.864 3.655 -0.203
C 2.444 0.699 1.662
C 4.287 -3.074 1.198
C -6.963 -2.422 -0.683
C -4.766 -1.497 -0.392
C 5.260 -3.258 0.239
C -4.260 0.852 -0.274
C 3.587 -1.881 1.255
C -3.413 -1.776 -0.181
H -7.292 -1.199 1.076
H -3.103 -2.809 -0.150
H 6.283 0.891 -2.821
H 2.859 0.487 -1.599
H 4.057 -3.860 1.902
H -7.198 -1.645 -1.420
H -4.590 1.878 -0.314
H 7.168 -0.284 -1.817
H 1.510 0.127 1.772
H -7.308 -3.383 -1.076
H 1.656 2.477 2.576
H 2.817 -1.765 1.999
H -0.103 3.425 1.827
H -6.212 0.093 -0.603
H 3.435 1.987 -0.855
H -7.427 -2.934 1.355
H 3.077 0.489 2.528
H 6.326 -2.383 -1.381
H 5.808 -4.186 0.177
H -0.196 3.964 -1.006
H -8.720 -2.074 0.507
H 3.041 2.757 1.509
H 0.690 0.714 -0.443
H 6.027 -0.853 -3.069
H 1.035 2.091 -1.507
H -1.340 4.554 0.190
H -1.457 -0.993 0.137
```

Orbital gap in eV: 8.075
Energy above the lowest of the compared OMol25 structures with the same formula, charge and spin in eV: 2.062
LUMO level in hartree: 0.0272
SMILES: CCOc1ccc(N2C(=O)C[C@H](N3CCN(c4ccccc4OC)CC3)C2=O)cc1

---

[7]
Density functional theory data (ωB97M-V/def2-TZVPD) for an isolated molecule of C23H27N3O5 in a non-equilibrium geometry.

XYZ file:
```
58
Properties=species:S:1:pos:R:3
O -3.120 -1.630 1.097
O 0.415 1.150 1.821
O 1.753 1.750 -4.427
O -0.220 1.277 -5.393
O -3.816 1.310 -0.837
N -1.542 0.053 1.388
N -0.245 1.750 -0.835
N -0.942 -2.047 1.699
C 2.054 2.070 -1.640
C 2.551 -3.551 2.135
C 0.613 1.804 -1.862
C 1.812 -3.054 0.899
C -2.673 1.331 -0.431
C 0.251 -1.296 1.996
C 2.162 -0.712 5.217
C 0.423 1.510 -4.397
C -0.028 -2.166 4.360
C 0.682 -1.394 3.448
C 2.734 0.270 -6.098
C 2.379 1.698 -5.706
C 1.471 -1.507 6.115
C -2.005 -1.284 1.362
C -1.465 1.384 -2.673
C 0.371 -2.227 5.684
C -0.108 1.571 -3.038
C 1.372 -1.591 0.976
C -2.399 1.175 1.082
C -0.242 0.131 1.749
C -1.523 1.492 -1.284
C 1.770 -0.652 3.893
C -2.608 1.119 -3.575
H 3.370 -0.184 -5.342
H 3.277 2.313 -5.608
H 2.348 2.997 -2.130
H -3.088 2.061 -3.840
H 2.657 1.274 -2.070
H 1.780 -1.556 7.148
H 1.899 -3.588 3.003
H 3.010 -0.131 5.550
H -2.268 0.644 -4.490
H 0.024 1.898 0.132
H 2.229 -0.962 1.214
H -1.931 2.079 1.481
H 2.475 -3.144 0.035
H 1.706 2.135 -6.451
H 2.258 2.146 -0.574
H 2.937 -4.552 1.956
H 3.389 -2.898 2.367
H -0.897 -2.723 4.044
H -0.185 -2.838 6.379
H -3.367 1.010 1.563
H -0.993 -3.049 1.738
H 2.299 -0.008 3.208
H -3.352 0.507 -3.070
H 1.002 -1.291 -0.009
H 0.947 -3.691 0.705
H 3.258 0.272 -7.050
H 1.826 -0.321 -6.198
```

Orbital gap in eV: 8.925
Energy above the lowest of the compared OMol25 structures with the same formula, charge and spin in eV: 0.174
LUMO level in hartree: 0.0180
SMILES: CCC[C@]1(c2ccccc2)NC(=O)N(CC(=O)c2[nH]c(C)c(C(=O)OCC)c2C)C1=O

---

[8]
Density functional theory data (ωB97M-V/def2-TZVPD) for C23H27N4ORhSbSe5Si as an isolated structure.

XYZ file:
```
63
Properties=species:S:1:pos:R:3
Sb -1.858 -3.772 -1.430
Rh -0.050 -1.043 -0.112
Se -3.977 -3.770 -2.404
Se -0.223 -1.973 -2.294
Se -0.629 -5.920 -1.606
Se -1.376 1.089 -1.018
Se -1.522 -2.664 0.791
Si 2.979 -1.014 -1.304
O 1.792 -0.394 -0.341
N -0.745 0.251 2.673
N -2.575 2.415 1.247
N -3.839 0.851 0.456
N 0.325 -0.200 1.838
C 6.092 0.747 0.793
C 2.817 -5.008 -2.599
C -1.467 3.337 1.448
C 5.697 -1.575 -0.674
C 4.631 -0.691 -0.500
C 1.698 1.237 -4.546
C 2.163 -4.971 -0.283
C 2.710 -2.886 -1.416
C 2.945 -3.625 -2.582
C -4.352 -0.241 -0.368
C 3.686 0.081 -5.251
C 4.848 0.474 0.241
C 2.313 -3.590 -0.272
C 2.850 -0.233 -2.997
C -3.731 2.414 1.993
C 2.634 0.945 -5.529
C 6.946 -1.303 -0.129
C 1.809 0.651 -3.291
C 2.431 -5.684 -1.449
C -4.520 1.434 1.501
C 3.794 -0.498 -3.994
C -2.646 1.455 0.308
C 7.144 -0.142 0.604
H -1.253 3.407 2.512
H -0.395 0.414 3.610
H 4.640 -1.148 -3.786
H 0.940 -0.846 2.324
H 1.086 0.900 -2.520
H 2.349 -6.765 -1.456
H 2.129 -3.056 0.651
H -3.977 -1.195 -0.008
H 4.035 1.181 0.383
H -1.424 -0.497 2.729
H -3.889 3.112 2.799
H 3.229 -3.115 -3.496
H -0.599 2.956 0.922
H 2.550 1.397 -6.510
H 0.895 0.590 1.558
H 6.245 1.656 1.364
H 1.867 -5.491 0.621
H 4.428 -0.135 -6.011
H 8.116 0.071 1.031
H -4.032 -0.098 -1.395
H 3.015 -5.560 -3.510
H -1.726 4.317 1.054
H 5.553 -2.498 -1.229
H 7.763 -2.000 -0.275
H -5.503 1.105 1.794
H -5.437 -0.232 -0.317
H 0.886 1.923 -4.754
```

<S²>: 6.022
Total charge: +1
Spin multiplicity: 5
Orbital gap (spin up / spin down) in eV: 7.059 / 5.435
LUMO level (spin up / spin down) in hartree: -0.1357 / -0.2057

---

Please write out number 1 again, unchanged.
Density functional theory data (ωB97M-V/def2-TZVPD) for C23H27F6N3O5S2SiTc as an isolated structure.

XYZ file:
```
68
Properties=species:S:1:pos:R:3
Tc 1.551 0.382 0.292
S 3.865 -0.915 0.365
S 3.409 -0.197 2.883
Si -1.463 -0.767 -0.117
F 1.232 -1.541 3.479
F 4.659 -2.101 -1.767
F 5.402 -2.976 0.074
F 2.925 -2.794 3.000
F 2.849 -1.763 4.899
F 6.242 -1.112 -0.660
O 2.315 0.568 2.199
O 2.580 -1.648 0.259
O 3.646 0.396 -0.320
O 4.066 0.501 3.914
O -0.189 -0.231 0.730
N 1.331 2.426 0.219
N 2.426 3.167 0.541
N 4.426 -0.781 1.792
C 5.171 -1.862 -0.577
C -0.733 -3.296 1.168
C -3.867 0.519 -0.011
C -2.201 -0.297 -2.860
C -1.202 -0.300 -1.884
C -0.665 0.602 -4.482
C 0.352 3.309 -0.040
C 3.220 5.504 0.744
C -3.630 -1.055 1.795
C -5.602 0.309 1.632
C -1.034 2.911 -0.399
C -0.106 -3.183 -1.280
C -3.108 -0.471 0.636
C -2.541 -3.491 -0.644
C 2.177 4.482 0.470
C 2.538 -1.702 3.632
C 0.069 0.133 -2.271
C 0.848 4.603 0.102
C 0.359 0.590 -3.538
C -1.175 -3.024 -0.240
C -4.863 -0.670 2.286
C -5.101 0.907 0.487
C -1.933 0.154 -4.145
H 0.298 5.519 -0.027
H -2.719 0.156 -4.888
H -3.076 -1.807 2.339
H 3.301 2.717 0.763
H -1.495 -3.105 1.918
H -3.202 -0.634 -2.616
H -0.439 -2.895 -2.275
H -3.499 0.998 -0.911
H -1.727 3.693 -0.094
H 3.801 5.248 1.629
H 0.927 0.035 -1.578
H -2.492 -4.589 -0.664
H 1.356 0.918 -3.799
H 0.189 -2.778 1.426
H -0.465 0.954 -5.485
H -5.672 1.672 -0.023
H 0.824 -2.673 -1.025
H -0.518 -4.375 1.208
H -3.325 -3.219 0.059
H -1.322 1.997 0.114
H 2.752 6.471 0.908
H -6.568 0.604 2.018
H 0.128 -4.256 -1.310
H -2.809 -3.170 -1.651
H -1.135 2.769 -1.477
H -5.253 -1.132 3.183
H 3.899 5.595 -0.105
```

<S²>: 3.760
Total charge: +2
Spin multiplicity: 4
Orbital gap (spin up / spin down) in eV: 7.979 / 6.149
Energy above the lowest of the compared OMol25 structures with the same formula, charge and spin in eV: 0.000
LUMO level (spin up / spin down) in hartree: -0.2504 / -0.3178

---

- What is the formula in the second record?
  C23H27FIrNO